(1)
Computed, not measured: C33H46CuN6 as an isolated structure, with ωB97M-V/def2-TZVPD.

Summary:
⟨S²⟩ = 0.75
E_LUMO (alpha / beta) = 4.2 / 4.1 eV
energy above the lowest of the compared OMol25 structures with the same formula, charge and spin = 0.0 kJ/mol
frontier orbital gap (alpha / beta) = 0.0552 / 0.1551 Ha
HOMO (alpha / beta) = 2.651 / -0.141 eV
multiplicity = 2
total charge = -2

Cartesian coordinates (Å):
1 Cu 0.370 0.148 0.392
2 N -0.023 -2.298 2.201
3 N 0.859 -2.607 -0.880
4 C 2.030 1.496 -0.023
5 C 3.008 0.498 0.292
6 C 2.873 0.168 1.662
7 C 3.634 -0.865 2.404
8 H 4.430 -1.297 1.785
9 H 2.961 -1.676 2.726
10 H 4.098 -0.450 3.310
11 C 1.899 1.009 2.241
12 C 1.614 1.104 3.691
13 H 2.510 1.354 4.286
14 H 1.246 0.136 4.063
15 H 0.866 1.880 3.895
16 C 1.326 1.826 1.207
17 C 0.503 3.045 1.408
18 H -0.440 2.778 1.907
19 H 0.274 3.515 0.444
20 H 1.020 3.798 2.027
21 C 4.010 -0.066 -0.643
22 H 4.962 -0.268 -0.130
23 H 4.229 0.624 -1.467
24 H 3.664 -1.016 -1.077
25 C 1.947 2.311 -1.259
26 H 0.971 2.156 -1.738
27 H 2.716 2.025 -1.988
28 H 2.055 3.390 -1.056
29 C -0.917 -2.534 3.168
30 H -0.820 -1.909 4.061
31 C -1.933 -3.509 3.117
32 H -2.646 -3.620 3.937
33 C -1.993 -4.337 1.982
34 H -2.771 -5.095 1.849
35 C -1.027 -4.147 1.010
36 H -1.035 -4.639 0.041
37 C 0.054 -3.239 1.236
38 C 1.143 -3.268 0.294
39 H 2.197 -3.329 0.592
40 C 0.502 -1.239 -1.024
41 C 0.778 -3.258 -2.116
42 H 0.994 -4.304 -2.226
43 C 0.446 -2.340 -3.020
44 H 0.310 -2.431 -4.078
45 N 0.430 -1.092 -2.381
46 C 0.523 0.084 -3.211
47 C 1.627 0.215 -4.081
48 C 1.695 1.324 -4.935
49 H 2.572 1.429 -5.575
50 C 0.674 2.272 -5.002
51 C 0.730 3.421 -5.968
52 H 0.715 4.381 -5.441
53 H -0.123 3.427 -6.656
54 H 1.642 3.387 -6.569
55 C -0.432 2.090 -4.172
56 H -1.259 2.802 -4.209
57 C -0.540 0.994 -3.302
58 C -1.782 0.792 -2.492
59 H -2.211 -0.215 -2.623
60 H -2.541 1.522 -2.806
61 H -1.588 0.949 -1.418
62 C 2.752 -0.768 -4.089
63 H 2.433 -1.805 -4.268
64 H 3.344 -0.732 -3.159
65 H 3.425 -0.492 -4.913
66 C -1.697 0.540 4.040
67 N -2.103 1.117 2.761
68 C -2.691 2.456 2.864
69 C -2.424 0.248 1.696
70 N -1.569 -0.048 0.742
71 N -3.658 -0.317 1.643
72 C -4.581 -0.288 2.759
73 C -4.043 -1.157 0.516
74 H -2.439 -0.190 4.416
75 H -1.577 1.346 4.781
76 H -0.728 0.039 3.934
77 H -2.670 2.980 1.896
78 H -3.727 2.435 3.240
79 H -2.077 3.029 3.575
80 H -2.015 -0.725 0.127
81 H -5.580 -0.505 2.366
82 H -4.330 -1.054 3.513
83 H -4.580 0.702 3.228
84 H -3.937 -0.587 -0.417
85 H -3.454 -2.089 0.472
86 H -5.096 -1.437 0.621

---

(2)
Computed, not measured: C10H31N8O6Zn as an isolated structure, with ωB97M-V/def2-TZVPD.

Summary:
⟨S²⟩ = 0.75
E_LUMO (alpha / beta) = 0.1 / 0.1 eV
frontier orbital gap (alpha / beta) = 0.0763 / 0.2674 Ha
HOMO (alpha / beta) = -1.999 / -7.167 eV
multiplicity = 2

Cartesian coordinates (Å):
1 Zn -0.002 0.289 -0.335
2 C 2.925 -1.816 -1.256
3 C 1.509 -2.216 -1.586
4 C 0.968 -3.348 -0.727
5 O 0.686 -1.099 -1.648
6 H 2.897 -1.612 -0.185
7 H 3.395 -1.017 -1.829
8 H 3.669 -2.609 -1.321
9 H 1.559 -2.552 -2.622
10 H 1.432 -4.254 -1.117
11 H -0.096 -3.567 -0.822
12 H 1.233 -3.220 0.322
13 C -1.528 2.728 0.813
14 O -0.607 1.906 0.731
15 N -2.553 2.766 1.682
16 N -1.641 3.785 0.026
17 H -3.238 3.508 1.682
18 H -2.639 2.045 2.384
19 H -2.260 4.566 0.184
20 H -0.938 3.831 -0.699
21 C -2.503 -1.347 0.639
22 O -1.605 -0.592 0.364
23 N -3.229 -1.266 1.715
24 N -2.819 -2.452 -0.012
25 H -3.049 -0.567 2.421
26 H -4.018 -1.892 1.799
27 H -2.236 -2.649 -0.813
28 H -3.781 -2.724 0.132
29 C 2.730 1.827 -1.208
30 O 1.580 1.513 -0.817
31 N 3.104 1.891 -2.411
32 N 3.663 2.278 -0.413
33 H 2.343 1.536 -2.973
34 H 3.974 2.352 -2.635
35 H 3.507 2.157 0.577
36 H 4.551 2.640 -0.730
37 C -1.952 1.316 -2.646
38 O -1.017 1.098 -1.926
39 N -2.198 2.543 -2.996
40 N -2.632 0.389 -3.230
41 H -3.003 2.762 -3.565
42 H -1.618 3.267 -2.597
43 H -2.440 -0.568 -2.972
44 H -3.286 0.594 -3.972
45 C 1.852 -1.912 3.025
46 C 0.683 -1.157 2.370
47 C -0.119 -0.419 3.453
48 O 1.192 -0.268 1.355
49 H 1.462 -2.683 3.690
50 H 2.550 -1.270 3.562
51 H 2.485 -2.397 2.283
52 H 0.014 -1.850 1.859
53 H 0.584 0.081 4.119
54 H -0.786 -0.990 4.099
55 H -0.659 0.418 3.010
56 H 1.906 0.226 1.765

---

(3)
Computed, not measured: a 2-piece molecular cluster, C3H11N2 overall, with ωB97M-V/def2-TZVPD.

Summary:
E_LUMO = -3.2 eV
energy above the lowest of the compared OMol25 structures with the same formula, charge and spin = 38.2 kJ/mol
frontier orbital gap = 0.3915 Ha
HOMO = -13.804 eV
total charge = +1

Cartesian coordinates (Å):
1 C -0.019 -2.584 -0.725
2 C -0.515 -1.187 -0.547
3 C -0.286 -0.457 0.529
4 N -0.756 0.917 0.654
5 H 0.582 -2.893 0.126
6 H -0.860 -3.269 -0.841
7 H 0.582 -2.659 -1.632
8 H -1.116 -0.757 -1.345
9 H 0.289 -0.811 1.371
10 H -1.086 1.109 1.596
11 H -1.528 1.087 0.014
12 N 1.256 2.484 0.027
13 H 1.528 3.105 0.783
14 H 1.098 3.063 -0.791
15 H 2.045 1.880 -0.186
16 H 0.141 1.683 0.370

---

(4)
Computed, not measured: a single C4H8N2O molecule, with ωB97M-V/def2-TZVPD.

Summary:
E_LUMO = 1.0 eV
energy above the lowest of the compared OMol25 structures with the same formula, charge and spin = 471.1 kJ/mol
frontier orbital gap = 0.3418 Ha
structure (SMILES) = C=C/C(=N/N)OC
HOMO = -8.327 eV

Cartesian coordinates (Å):
1 C 0.368 -1.697 1.728
2 C 0.341 -1.476 0.421
3 C 0.202 0.015 -0.043
4 N 0.446 0.915 0.848
5 N 0.048 2.219 0.577
6 O -0.067 0.449 -1.360
7 C -1.031 -0.650 -1.793
8 H 0.189 -0.847 2.310
9 H 0.280 -2.774 2.184
10 H 0.460 -2.033 -0.551
11 H 0.404 2.850 1.185
12 H 0.467 2.529 -0.338
13 H -0.706 -1.674 -1.566
14 H -1.292 -0.448 -2.812
15 H -1.998 -0.298 -1.390

---

Number 1: E_tot -88542.113 eV. Number 2: E_tot -83496.802 eV. Number 3: E_tot -6263.186 eV. Number 4: E_tot -9301.510 eV.